18
Properties=species:S:1:pos:R:3:nbo_charge:R:1 method="wB97M-V/def2-TZVPD" spin_multiplicity=1 energy_ev=-10937.23088 de_lowest_kj_mol=538.7 e_lumo_ev=-0.382 smiles="CC(=O)C1=N[C@H]1C.C#C" orbital_gap_ev=9.033
C 2.682 1.548 -0.894 -0.712
C 1.397 0.778 -0.916 0.534
O 0.791 0.425 -1.899 -0.474
C 0.955 0.338 0.423 0.097
N 1.212 0.122 1.611 -0.245
C -0.279 -0.458 0.932 -0.157
C -1.474 0.272 1.491 -0.656
H 3.483 0.900 -0.537 0.250
H 2.912 1.918 -1.888 0.241
H 2.606 2.376 -0.192 0.241
H -0.211 -1.523 1.120 0.225
H -1.457 1.334 1.244 0.214
H -2.399 -0.135 1.086 0.241
H -1.503 0.158 2.573 0.222
C -1.742 -1.639 -1.061 -0.264
C -2.655 -2.406 -1.123 -0.257
H -0.857 -0.925 -0.883 0.270
H -3.461 -3.084 -1.086 0.229


20
Properties=species:S:1:pos:R:3:nbo_charge:R:1 method="wB97M-V/def2-TZVPD" spin_multiplicity=1 energy_ev=-15707.09032 total_charge=-1 de_lowest_kj_mol=0.0 e_lumo_ev=3.606 orbital_gap_ev=6.928
C 1.059 0.931 1.557 0.215
C 2.237 -1.531 0.366 0.977
C -1.041 1.687 -0.481 -0.578
C -0.485 -0.644 -1.454 -0.584
C -1.132 -0.573 0.864 -0.610
C 0.935 0.422 0.260 -0.021
C -0.477 0.249 -0.241 -0.124
N 1.350 1.200 2.631 -0.446
O 3.233 -1.183 -0.127 -0.603
O 1.625 -2.367 0.958 -0.653
F 1.644 1.111 -0.709 -0.389
H -0.374 2.271 -1.001 0.210
H -2.017 1.608 -1.181 0.162
H -1.362 2.171 0.351 0.201
H -0.035 -1.730 -1.173 0.205
H 0.013 -0.370 -2.286 0.202
H -1.398 -0.868 -1.915 0.189
H -2.209 -1.025 0.668 0.188
H -0.558 -1.411 1.114 0.240
H -1.005 0.052 1.798 0.217


20
Properties=species:S:1:pos:R:3:nbo_charge:R:1 method="wB97M-V/def2-TZVPD" spin_multiplicity=1 energy_ev=-21785.85345 total_charge=+1 de_lowest_kj_mol=58.5 e_lumo_ev=-3.666 smiles=[NH3+][C@H]1c2ccsc2C[C@@H]1O orbital_gap_ev=8.814
N -1.467 1.567 0.425 -0.710
C -0.784 0.421 -0.343 -0.089
C 0.734 0.432 -0.297 -0.136
C 1.704 1.434 -0.423 -0.266
C 2.903 0.917 -0.035 -0.372
S 2.882 -0.781 0.147 0.526
C 1.144 -0.810 0.035 -0.186
C 0.158 -1.862 0.167 -0.458
C -1.207 -1.065 0.277 0.137
O -2.265 -1.599 -0.425 -0.711
H -1.166 1.643 1.447 0.453
H -2.585 1.547 0.593 0.473
H -1.148 2.357 -0.098 0.444
H -1.024 0.432 -1.449 0.253
H 1.449 2.421 -0.705 0.226
H 3.807 1.486 -0.035 0.257
H 0.018 -2.398 -0.789 0.224
H 0.381 -2.674 1.051 0.260
H -1.490 -0.997 1.334 0.178
H -2.043 -2.469 -0.876 0.500


77
Properties=species:S:1:pos:R:3:lowdin_charge:R:1 method="wB97M-V/def2-TZVPD" spin_multiplicity=1 energy_ev=-81007.95118 total_charge=-1 e_lumo_ev=1.996 orbital_gap_ev=6.631
C 1.936 0.007 2.394 -0.135
C 1.678 0.228 0.870 -0.678
Cl 0.242 1.338 0.557 0.577
C 1.671 -1.079 0.014 -0.188
C 0.450 -2.058 0.203 -0.627
N -0.438 -1.737 1.321 0.037
S -0.469 -2.372 -1.408 0.934
C -1.447 -0.895 -1.863 -0.394
C -2.779 -0.719 -1.032 -0.530
O -3.457 -1.678 -0.796 0.086
O -3.040 0.558 -0.609 -0.030
C -4.180 0.617 0.254 -0.116
C -5.558 0.446 -0.481 -0.306
C -5.561 0.890 -1.986 -0.009
O -6.579 1.175 0.248 -0.016
C -7.276 0.368 1.116 -0.533
O -7.195 0.519 2.295 0.120
C -8.219 -0.770 0.573 -0.420
S -7.414 -2.430 0.811 0.700
C 1.089 -3.492 0.544 -0.758
O 1.472 -4.182 -0.416 -0.095
O 1.155 -3.824 1.762 -0.070
H 3.030 -0.248 2.484 0.076
H 1.383 -0.850 2.834 0.069
H 1.808 0.943 2.997 0.065
H 2.554 0.827 0.503 0.088
H 1.824 -0.762 -1.051 0.106
H 2.615 -1.624 0.288 0.121
H -0.988 -2.575 1.507 0.087
H -1.100 -0.992 1.102 0.038
H -0.866 0.057 -1.909 0.063
H -1.807 -1.077 -2.911 0.083
H -4.112 -0.103 1.110 0.146
H -4.163 1.631 0.727 0.134
H -5.781 -0.656 -0.477 0.103
H -4.613 1.351 -2.336 0.085
H -6.414 1.590 -2.136 0.083
H -5.755 -0.017 -2.615 0.089
H -8.405 -0.600 -0.515 0.080
H -9.149 -0.743 1.182 0.084
H -8.478 -3.295 0.946 -0.141
C 6.113 -1.549 -1.895 -0.351
O 6.822 -0.579 -1.673 -0.021
N 6.096 -2.679 -1.163 -0.196
C 5.225 -3.797 -1.484 -0.041
C 6.977 -2.783 -0.015 -0.045
H 5.408 -1.573 -2.742 0.133
H 4.562 -3.991 -0.639 0.094
H 5.836 -4.682 -1.678 0.086
H 4.622 -3.580 -2.365 0.089
H 6.747 -1.983 0.690 0.092
H 8.012 -2.671 -0.343 0.088
H 6.850 -3.748 0.472 0.088
C 4.580 2.100 -3.767 -0.343
O 3.451 2.450 -4.051 0.011
N 5.713 2.666 -4.249 -0.205
C 7.032 2.197 -3.869 -0.057
C 5.600 3.777 -5.173 -0.054
H 4.775 1.265 -3.073 0.130
H 7.579 3.015 -3.393 0.087
H 7.567 1.873 -4.765 0.086
H 6.962 1.361 -3.172 0.061
H 5.054 4.593 -4.695 0.090
H 5.043 3.458 -6.057 0.089
H 6.589 4.124 -5.471 0.081
C -2.434 2.572 3.756 -0.341
O -2.435 2.035 2.667 0.005
N -3.290 2.289 4.766 -0.202
C -3.228 2.972 6.040 -0.070
C -4.303 1.268 4.562 -0.035
H -1.706 3.360 4.015 0.132
H -3.050 2.240 6.833 0.087
H -4.178 3.480 6.224 0.085
H -2.423 3.706 6.047 0.080
H -3.816 0.319 4.326 0.098
H -4.938 1.550 3.722 0.081
H -4.912 1.153 5.457 0.085


7
Properties=species:S:1:pos:R:3:nbo_charge:R:1 method="wB97M-V/def2-TZVPD" spin_multiplicity=1 energy_ev=-14647.55465 total_charge=+1 de_lowest_kj_mol=38.4 e_lumo_ev=-7.655 orbital_gap_ev=6.905
C 0.019 0.109 1.010 -0.143
C 0.358 -0.895 0.264 -0.040
N -0.498 1.248 0.307 -0.265
N -0.390 0.659 -1.933 0.072
N -0.528 1.004 -0.881 0.245
I 0.879 -2.334 -0.938 0.784
H 0.160 0.208 2.171 0.347


21
Properties=species:S:1:pos:R:3:nbo_charge:R:1 method="wB97M-V/def2-TZVPD" spin_multiplicity=1 energy_ev=-9967.08634 de_lowest_kj_mol=394.4 e_lumo_ev=0.648 smiles=CC(C)O.CC#CN orbital_gap_ev=8.728
C 0.376 -1.760 0.956 -0.647
C -0.507 -0.545 0.745 0.144
C -1.987 -0.852 0.803 -0.631
O -0.229 0.475 1.678 -0.737
H 1.428 -1.500 0.825 0.205
H 0.136 -2.538 0.233 0.215
H 0.222 -2.164 1.962 0.213
H -0.326 -0.057 -0.458 0.181
H -2.255 -1.606 0.064 0.213
H -2.572 0.050 0.637 0.217
H -2.248 -1.238 1.792 0.205
H 0.697 0.721 1.573 0.474
C 1.585 -0.090 -1.995 -0.653
C 0.623 0.823 -1.353 -0.194
C 0.439 2.028 -1.021 0.167
N -0.268 2.883 -0.273 -0.837
H 1.998 0.376 -2.891 0.245
H 1.087 -1.016 -2.287 0.217
H 2.418 -0.342 -1.334 0.209
H 0.068 3.832 -0.232 0.389
H -0.685 2.520 0.578 0.406


84
Properties=species:S:1:pos:R:3:lowdin_charge:R:1 method="wB97M-V/def2-TZVPD" spin_multiplicity=1 energy_ev=-136535.65680 total_charge=+1 de_lowest_kj_mol=454.3 e_lumo_ev="-3.690 / -3.690" orbital_gap_ev="3.884 / 3.883"
Sc 1.440 1.665 -0.187 0.682
C 2.355 -1.389 -0.109 -0.235
C 2.998 -0.142 0.199 -0.314
C 1.491 -0.657 1.888 -0.234
C 1.518 -1.735 0.967 -0.249
C 2.452 0.307 1.455 -0.333
C 2.709 -2.264 -1.247 -0.052
H 3.051 -1.679 -2.110 0.075
H 1.860 -2.872 -1.572 0.049
H 3.525 -2.945 -0.966 0.098
C 0.882 -3.049 1.202 -0.064
H 1.085 -3.770 0.393 0.075
H -0.219 -2.954 1.275 -0.009
H 1.209 -3.497 2.160 0.098
C 0.691 -0.604 3.136 -0.053
H 1.116 -1.252 3.920 0.096
H -0.349 -0.930 2.974 0.036
H 0.658 0.416 3.538 0.063
C 2.832 1.564 2.150 -0.046
H 3.922 1.647 2.219 0.101
H 2.424 1.578 3.168 0.090
H 2.467 2.495 1.638 0.049
C 4.246 0.370 -0.433 -0.034
H 5.112 -0.133 0.025 0.102
H 4.413 1.442 -0.272 0.060
H 4.298 0.152 -1.507 0.082
C 0.189 1.646 -2.015 -0.355
C 1.473 1.152 -2.305 -0.315
C 2.524 1.995 -3.008 -0.188
C 3.289 3.068 -2.185 -0.168
C 2.780 3.321 -0.785 -0.166
C 1.492 3.849 -0.602 -0.151
C 0.596 4.200 -1.794 -0.153
C -0.199 3.030 -2.436 -0.223
H 2.089 2.505 -3.884 0.106
H 3.319 3.988 -2.793 0.126
H 3.257 1.290 -3.436 0.109
H -0.088 3.137 -3.524 0.106
H -0.647 0.957 -1.856 0.048
H 1.634 0.066 -2.371 0.073
H -1.278 3.195 -2.272 0.095
H -0.145 4.943 -1.445 0.105
H 1.204 4.362 0.329 0.106
H 1.151 4.730 -2.596 0.125
H 4.335 2.750 -2.132 0.106
H 3.543 3.464 -0.016 0.127
P -1.846 -2.022 -1.799 0.655
C -1.852 -3.816 -1.708 -0.212
H -2.291 -4.167 -2.649 0.071
H -2.443 -4.188 -0.869 0.033
H -0.826 -4.189 -1.606 0.068
C -3.433 -1.452 -2.422 -0.246
H -3.728 -2.139 -3.225 0.067
H -3.326 -0.436 -2.820 0.070
H -4.197 -1.439 -1.636 0.041
C -0.659 -1.627 -3.111 -0.175
H -0.532 -0.547 -3.273 0.044
H -1.072 -2.079 -4.033 0.087
H 0.333 -2.067 -2.927 0.051
P -1.048 2.445 1.430 0.819
C -0.592 3.790 2.611 -0.275
H -1.398 4.537 2.679 0.051
H 0.316 4.286 2.238 0.017
H -0.395 3.357 3.602 0.048
C -2.269 3.387 0.421 -0.278
H -1.767 4.140 -0.203 0.027
H -2.984 3.890 1.090 0.049
H -2.804 2.670 -0.217 0.045
C -2.271 1.605 2.527 -0.295
H -3.016 2.339 2.878 0.055
H -1.729 1.205 3.397 0.034
H -2.774 0.786 1.989 -0.018
Se -2.053 -1.377 0.386 0.875
C -2.904 -2.886 1.438 -0.461
C -2.412 -3.223 2.710 -0.112
C -2.812 -4.410 3.331 -0.055
C -3.774 -5.233 2.729 -0.058
C -4.381 -4.814 1.536 -0.066
C -3.985 -3.620 0.924 -0.144
H -1.699 -2.557 3.213 0.098
H -2.370 -4.699 4.288 0.118
H -4.054 -6.179 3.190 0.114
H -5.161 -5.424 1.086 0.113
H -4.495 -3.264 0.028 0.099